# 1
Formula: C24H26N6O3RuS2
Source: the OMol25 dataset
Level of theory: ωB97M-V with the def2-TZVPD basis set

The geometry in ORCA input format:
```
! RIJCOSX wB97M-V def2-TZVPD def2/J DEFGRID3
* xyz 1 2
Ru 0.92764 0.20423 0.87185
N 1.77140 1.61692 -3.03246
C 1.26319 1.43951 -1.80680
S 2.41282 1.27990 -0.45436
N -0.02668 1.40903 -1.63213
N -0.27764 1.29765 -0.27538
C -1.11764 2.09023 0.29660
C -2.04870 2.97174 -0.43288
C -2.09107 4.33839 -0.16838
C -2.96700 5.15278 -0.86947
C -3.81144 4.60394 -1.82329
C -3.77366 3.24096 -2.08681
C -2.88950 2.42671 -1.40073
C -0.93623 2.18697 1.76325
C -1.81790 2.82392 2.61450
C -1.46815 2.97701 3.95000
C -0.24461 2.50586 4.39117
C 0.57628 1.84875 3.48896
N 0.23624 1.68545 2.21545
H 2.76417 1.65228 -3.17077
H 1.15445 1.81459 -3.80161
H -1.42596 4.76944 0.56979
H -2.98875 6.21585 -0.67137
H -4.49897 5.23979 -2.36490
H -4.43267 2.81483 -2.83124
H -2.84022 1.36670 -1.61228
H -2.75946 3.19218 2.23370
H -2.14694 3.46593 4.63542
H 0.06997 2.62137 5.41802
H 1.53072 1.43224 3.78255
C 1.83798 -1.52093 4.60913
C 1.37593 -1.75519 3.18615
C 1.59823 -3.19716 2.75370
O 2.14887 -0.86499 2.29894
C -0.12678 -1.44833 3.01863
O -0.89658 -1.78676 3.88309
O -0.48078 -0.87122 1.89440
H 2.86199 -1.87321 4.73595
H 1.18164 -2.05941 5.28906
H 1.80063 -0.46315 4.86613
H 2.65996 -3.44939 2.82023
H 1.25428 -3.36047 1.73217
H 1.05033 -3.85878 3.42259
H 2.79478 -1.40960 1.83116
N -1.46308 -1.88560 -0.43914
C -0.36993 -2.13768 -1.14490
S 1.19925 -1.60603 -0.68305
N -0.49647 -2.83454 -2.28109
C 0.56925 -3.09516 -3.20797
C 1.54961 -4.01859 -2.88209
C 2.56690 -4.27455 -3.78784
C 2.58724 -3.62298 -5.01358
C 1.59274 -2.71093 -5.33570
C 0.57965 -2.43885 -4.42778
H -1.37275 -1.51591 0.51000
H -2.35778 -2.23835 -0.73869
H -1.42567 -3.10965 -2.56318
H 1.51168 -4.52718 -1.92735
H 3.33801 -4.99148 -3.54069
H 3.37738 -3.83188 -5.72216
H 1.60521 -2.20811 -6.29330
H -0.19540 -1.71906 -4.65918
*
```

LUMO level (alpha / beta) (eV): -3.242 / -4.292
Energy relative to the best compared isomer or geometry (same formula, charge and spin) (kcal/mol): 0.0
HOMO-LUMO gap (alpha / beta) (eV): 7.80 / 6.77


# 2
Formula: C24H27As2FeN5S4
Source: the OMol25 dataset
Level of theory: ωB97M-V with the def2-TZVPD basis set

The geometry in ORCA input format:
```
! RIJCOSX wB97M-V def2-TZVPD def2/J DEFGRID3
* xyz 1 6
Fe 0.72658 0.02464 0.97561
N 2.85629 3.72431 0.17067
C 2.58356 2.41698 0.24278
N 1.41218 1.93666 0.52279
C 0.34341 2.82505 0.71537
N -0.85032 2.34724 0.77814
N -1.01568 1.02500 0.67126
C -2.32108 0.73955 0.44057
C -3.00609 -0.46439 0.20036
C -4.38852 -0.33831 -0.11749
C -5.15017 -1.44694 -0.35592
C -4.53907 -2.70337 -0.27453
C -3.19328 -2.74837 0.01648
N -2.41701 -1.68497 0.24265
C 0.59642 4.25642 0.76512
C -0.38944 5.19368 1.05947
C -0.07603 6.54179 1.08782
C 1.21938 6.96671 0.82418
C 2.20972 6.04553 0.51933
C 1.89401 4.69861 0.48981
H 3.79575 4.01978 -0.03546
H 3.40182 1.73880 0.04741
H -2.93575 1.63145 0.40464
H -4.81399 0.65525 -0.16922
H -6.20012 -1.35581 -0.59957
H -5.09585 -3.61619 -0.42954
H -2.70172 -3.71194 0.07141
H -1.39200 4.84487 1.26271
H -0.84225 7.27077 1.31379
H 1.46386 8.01929 0.86281
H 3.21925 6.37485 0.30311
S -0.04524 -0.05165 3.15989
S 0.70014 1.61557 3.78130
S 3.45853 0.86080 2.94425
S 2.88485 -0.36017 1.55632
C -0.52159 0.52328 -2.47477
As 0.69703 -0.40842 -1.27967
C 2.37579 -0.06866 -2.21232
C 0.44509 -2.29339 -1.66695
C 0.35948 -2.79852 -2.95780
C 0.26519 -4.16744 -3.15710
C 0.28390 -5.03007 -2.06967
C 0.36920 -4.52412 -0.78120
C 0.42807 -3.15212 -0.57785
As 0.51641 -2.32350 1.18766
C 2.14794 -3.26188 1.75019
C -0.62680 -3.25075 2.46124
H -0.23199 0.33578 -3.50695
H -0.46964 1.59354 -2.27592
H -1.54048 0.18097 -2.30600
H 2.32580 -0.49296 -3.21301
H 3.19968 -0.52540 -1.66523
H 2.54019 1.00568 -2.28644
H 0.36277 -2.12661 -3.80846
H 0.18682 -4.56489 -4.16020
H 0.22188 -6.09887 -2.22562
H 0.37960 -5.20259 0.06481
H 2.97911 -3.06079 1.07919
H 1.93901 -4.33169 1.74038
H 2.42854 -2.96512 2.76009
H -0.68689 -4.30428 2.19476
H -1.62061 -2.81719 2.50399
H -0.14562 -3.16142 3.43455
*
```

LUMO level (alpha / beta) (eV): -3.251 / -5.164
Energy relative to the best compared isomer or geometry (same formula, charge and spin) (kcal/mol): 75.8
HOMO-LUMO gap (alpha / beta) (eV): 4.75 / 5.05


# 3
Formula: C24H27AsAuClIO3P
Source: the OMol25 dataset
Level of theory: ωB97M-V with the def2-TZVPD basis set

The geometry in ORCA input format:
```
! RIJCOSX wB97M-V def2-TZVPD def2/J DEFGRID3
* xyz 2 3
C -3.30234 1.63661 -4.72214
C -2.45105 1.05854 -3.65306
H -4.10724 0.92370 -4.96960
H -2.70684 1.82994 -5.63044
H -3.74550 2.58971 -4.39327
O -2.51312 -0.03229 -3.15302
I -0.59128 2.71120 -3.37716
Au -0.71544 1.05966 -1.44204
P 1.34126 -0.31803 -1.81631
C 1.15286 -2.06904 -1.37350
C 1.68985 -0.33321 -3.59980
H 3.17172 1.17958 -1.38825
H 3.68333 -0.54551 -1.22785
H 2.70192 0.24611 0.06587
C 2.88868 0.18752 -1.01509
H 1.88920 0.69172 -3.93546
H 2.56104 -0.97357 -3.79731
H 2.05450 -2.62357 -1.67048
H 0.28292 -2.49032 -1.88953
H 0.81806 -0.72348 -4.13895
H 1.00873 -2.12431 -0.28841
C -1.73773 -0.46792 -0.88724
O -2.35225 -1.40275 -0.62805
Cl 0.90199 2.79740 -0.80634
O 0.57309 -0.00070 1.11695
As 0.67755 0.26231 2.77664
C -1.02413 -0.30757 3.51681
C -2.16587 -0.06760 2.74026
C -3.41941 -0.46311 3.21515
C -3.52726 -1.09665 4.45734
C -2.38241 -1.33185 5.22949
C -1.12160 -0.93739 4.75991
C 2.14083 -0.76730 3.52049
C 1.92425 -2.09523 3.91860
C 2.96169 -2.80358 4.53949
C 4.21408 -2.20775 4.71569
C 4.43803 -0.89902 4.26578
C 3.39763 -0.17348 3.66850
C 0.81552 2.15424 3.24644
C -0.09769 2.70144 4.15641
C 0.08134 4.01512 4.60941
C 1.16311 4.77469 4.15221
C 2.04497 4.23888 3.20598
C 1.85234 2.93483 2.72837
H -2.05722 0.41793 1.76949
H -4.30548 -0.27574 2.60875
H -4.50558 -1.40726 4.82537
H -2.46346 -1.82629 6.20089
H -0.22966 -1.12223 5.35393
H 0.95290 -2.56182 3.75649
H 2.78103 -3.82134 4.89120
H 5.01950 -2.76003 5.20232
H 5.41838 -0.43645 4.38472
H 3.55889 0.84877 3.32561
H -0.93641 2.10248 4.51141
H -0.62422 4.43804 5.32782
H 1.31734 5.78768 4.52933
H 2.88471 4.82727 2.83706
H 2.49294 2.53353 1.94151
*
```

LUMO level (alpha / beta) (eV): -7.938 / -9.895
Energy relative to the best compared isomer or geometry (same formula, charge and spin) (kcal/mol): 0.0
HOMO-LUMO gap (alpha / beta) (eV): 5.91 / 3.94


# 4
Formula: C24H27AsN4O2PdS3
Source: the OMol25 dataset
Level of theory: ωB97M-V with the def2-TZVPD basis set

The geometry in ORCA input format:
```
! RIJCOSX wB97M-V def2-TZVPD def2/J DEFGRID3
* xyz -2 1
Pd 0.64990 0.27180 0.04940
S 2.28780 0.42930 -1.80550
C 2.92260 -1.16740 -1.69230
C 3.86700 -1.44940 -2.68280
N 4.65520 -1.63100 -3.50930
C 2.62470 -2.14220 -0.75460
S 1.57280 -1.99480 0.63330
C 3.19010 -3.40980 -0.86390
N 3.59420 -4.49480 -0.91410
O 0.40990 2.54160 0.69180
S 0.99590 3.71430 1.38620
C 0.21630 5.17950 0.71600
C 0.18600 5.46630 -0.65880
C -0.39190 6.62600 -1.11290
C -0.97180 7.52970 -0.22000
C -0.98890 7.22470 1.14370
C -0.40180 6.07110 1.60540
C 2.57310 4.00830 0.52150
C 2.71150 3.51740 -0.76640
C 3.84420 3.82230 -1.49660
C 4.84310 4.60480 -0.93500
C 4.71100 5.06740 0.36690
C 3.57160 4.77900 1.09740
H 0.61630 4.76350 -1.35420
H -0.39680 6.84180 -2.17440
H -1.41890 8.44620 -0.57940
H -1.46540 7.90260 1.84390
H -0.41270 5.82750 2.65880
H 1.94420 2.86760 -1.16900
H 3.95450 3.42490 -2.49410
H 5.73440 4.83960 -1.50520
H 5.50770 5.65120 0.81310
H 3.45640 5.14310 2.10930
C -2.40220 2.98440 -0.76570
C -2.75700 1.83270 0.09910
C -3.89370 1.56530 0.84490
C -3.67010 0.29980 1.40590
N -2.48520 -0.16270 1.02210
N -1.94790 0.77910 0.25710
C -4.54250 -0.47330 2.34120
H -3.28750 3.57610 -0.99100
H -1.94970 2.62290 -1.68840
H -1.67340 3.61950 -0.26690
H -4.75700 2.19550 0.95450
H -0.97670 0.61980 -0.15500
H -5.56780 -0.10530 2.30500
H -4.17360 -0.37810 3.36500
H -4.53430 -1.53190 2.08360
C -0.16470 -4.14860 -1.09030
As -1.12180 -2.55830 -0.43530
C -2.98400 -3.09390 -0.87570
C -1.23910 -2.70520 1.52690
O -0.90800 -1.26980 -1.39950
H 0.38640 -4.63230 -0.28550
H 0.54880 -3.82320 -1.84720
H -0.86870 -4.85170 -1.53850
H -3.30400 -3.98610 -0.34040
H -3.06070 -3.27030 -1.94990
H -3.63570 -2.26020 -0.61810
H -0.72340 -3.61630 1.82740
H -2.28420 -2.74280 1.82360
H -0.76330 -1.84600 1.99430
*
```

LUMO level (eV): 3.802
Energy relative to the best compared isomer or geometry (same formula, charge and spin) (kcal/mol): 16.1
HOMO-LUMO gap (eV): 3.26


no.,calculated total energy (Eh)
1,-2375.590673
2,-8532.252045
3,-4626.466588
4,-4858.365234